Record 1
This record from OMol25 describes one molecule with the formula C11H13N3S at a distorted geometry. The level of theory is the ωB97M-V functional and the def2-TZVPD basis.

Last column: Mulliken charge in e.
Geometry (Å):
C: 4.36216 -0.28887 -0.02141  -0.66
C: 3.55502 -1.47801 -0.14082  -0.59
C: 2.15445 -1.26366 -0.21451  -0.11
C: 1.54746 0.08510 -0.09368  0.18
C: 0.09826 0.54739 -0.42551  -0.01
N: -1.00371 -0.34783 -0.71343  0.05
C: -2.16912 0.35876 -1.38750  -0.62
C: -3.23500 0.77508 -0.38339  -0.56
N: -2.72024 0.76136 0.97281  -0.44
C: -2.20480 -0.48792 1.46159  -0.88
C: -1.42113 -1.22116 0.30346  -0.64
N: 0.03976 1.83068 -0.40278  -0.44
S: 1.39006 2.53281 0.18322  -0.12
C: 2.38030 1.12679 0.25148  0.56
C: 3.79744 1.01638 0.21747  -0.62
H: 5.25425 -0.34087 0.41260  0.39
H: 4.05274 -2.44482 -0.27988  0.37
H: 1.49131 -1.99446 -0.71203  0.34
H: -1.98589 1.21293 -1.97485  0.40
H: -2.78255 -0.22152 -2.16923  0.36
H: -3.64752 1.77683 -0.55544  0.32
H: -4.14282 0.23521 -0.48800  0.34
H: -1.89221 1.24960 1.17108  0.39
H: -2.95439 -1.13431 1.81468  0.42
H: -1.54956 -0.44386 2.41144  0.28
H: -0.56024 -1.87756 0.50589  0.40
H: -2.24262 -1.76732 -0.19204  0.37
H: 4.38859 1.80327 0.44879  0.51

Energy above the lowest of the compared OMol25 structures with the same formula, charge and spin   81.5 kcal per mole
Net charge   0
SMILES string   c1ccc2c(N3CCNCC3)nsc2c1
F_max   5.55 eV/Å
DFT total energy   -989.30332 Eh

Record 2
This record from OMol25 describes a 2-piece molecular cluster, C5H10ClN4 overall at a distorted geometry. The level of theory is the ωB97M-V functional and the def2-TZVPD basis.

Last column: Mulliken charge in e.
Geometry (Å):
C: 2.39058 0.37287 -0.82352  -0.70
C: 1.91806 1.58877 -0.38838  -0.22
C: 1.60672 -0.55865 -0.17204  -0.26
C: -1.28797 -1.09033 -1.38670  -0.98
C: -1.15275 -0.70508 1.02563  -0.11
N: 0.84376 1.39022 0.38966  -0.17
N: 0.69588 0.00924 0.59163  0.01
N: -1.75652 -0.46426 -0.16319  0.07
N: -1.48670 -0.03549 2.12749  -0.49
Cl: -2.44102 1.07957 -0.45447  -0.02
H: 3.24955 0.14767 -1.36497  0.46
H: 2.24247 2.54610 -0.62488  0.48
H: 1.36356 -1.59859 -0.53877  0.40
H: -0.33940 -0.78038 -1.86316  0.35
H: -1.10796 -2.08213 -1.25637  0.47
H: -2.05199 -0.96422 -2.19976  0.32
H: -0.74675 -1.69210 1.06788  0.53
H: -0.91076 -0.31968 2.98299  0.30
H: -1.52487 0.89630 2.08360  0.27
H: 0.49610 2.26017 0.96734  0.28

Energy above the lowest of the compared OMol25 structures with the same formula, charge and spin   81.2 kcal per mole
Net charge   +1
F_max   5.85 eV/Å
DFT total energy   -875.39250 Eh

Record 3
This record from OMol25 describes a 5-piece molecular cluster, C4H19N2O5 overall at a distorted geometry. The level of theory is the ωB97M-V functional and the def2-TZVPD basis.

Last column: Mulliken charge in e.
Geometry (Å):
O: -0.44565 -1.20387 0.98450  -0.80
C: 0.63794 -0.61537 1.03793  0.78
N: 1.18738 -0.30867 2.24736  -0.14
C: 2.41754 0.44107 2.40345  -0.89
C: 1.36905 -0.26503 -0.26058  -0.91
N: 0.52225 -0.66993 -1.43762  -0.01
C: 1.15159 -1.78066 -2.23420  -0.94
H: 0.73336 -0.57655 3.09152  0.31
H: 2.65468 0.57063 3.46489  0.34
H: 3.28352 -0.07992 1.96891  0.28
H: 2.32625 1.46592 1.94112  0.27
H: 1.51701 0.87409 -0.32396  0.36
H: 2.32378 -0.73330 -0.33058  0.54
H: 0.37001 0.22097 -2.05154  0.49
H: -0.41236 -1.02539 -1.12742  0.24
H: 0.45054 -2.06749 -3.06489  0.35
H: 1.33052 -2.71087 -1.60414  0.36
H: 2.07149 -1.43227 -2.69176  0.40
H: -1.34404 3.25209 0.49142  0.30
H: -1.64119 1.73296 0.49713  0.40
O: -1.00233 2.39586 0.23185  -0.67
H: -1.93478 -0.16955 1.41255  0.35
H: -3.35417 0.34285 1.54819  0.26
O: -2.60318 0.36909 0.99690  -0.69
H: -0.33075 2.13714 -1.31737  0.39
H: -0.32031 2.36396 -2.88821  0.31
O: 0.12961 1.87860 -2.13733  -0.70
H: -2.41477 -1.94772 -0.99213  0.26
H: -2.39015 -0.47509 -0.47287  0.44
O: -2.12130 -1.13623 -1.18825  -0.70

Energy above the lowest of the compared OMol25 structures with the same formula, charge and spin   7.8 kcal per mole
Net charge   +1
F_max   6.02 eV/Å
DFT total energy   -649.32472 Eh

Record 4
This record from OMol25 describes C23H26N5O5OsS2 as an isolated structure at a distorted geometry. The level of theory is the ωB97M-V functional and the def2-TZVPD basis.

Last column: Mulliken charge in e.
Geometry (Å):
Os: 0.69683 0.61709 0.53976  1.52
C: 2.71420 6.42789 0.39643  -1.39
C: 2.46034 4.98057 0.58692  0.72
C: 3.42362 4.03359 0.87781  -1.07
C: 3.08495 2.68708 1.00199  1.08
N: 1.79555 2.31797 0.82942  0.02
C: 0.87062 3.23930 0.57133  0.19
S: -0.64997 2.45593 0.50199  -0.35
N: 1.17727 4.53618 0.45392  0.11
C: 4.07521 1.63737 1.34460  -1.13
H: 3.71956 6.68877 0.71514  0.39
H: 1.99325 7.03008 0.95334  0.43
H: 2.61275 6.67790 -0.66460  0.38
H: 4.44991 4.34576 1.00689  0.50
H: 0.43727 5.20521 0.25125  0.35
H: 5.08927 2.02737 1.33836  0.47
H: 4.00878 0.80736 0.64062  0.19
H: 3.85872 1.24846 2.34400  0.26
C: -2.78801 -2.01172 0.53226  -0.74
C: -2.09129 -2.49760 -0.75193  -0.72
C: -1.02293 -1.46805 -1.03260  -0.31
O: -0.62225 -0.98491 0.31075  0.20
C: -1.82263 -1.02446 1.17949  -0.36
H: -2.99346 -2.84390 1.20028  0.31
H: -3.73490 -1.52511 0.31099  0.34
H: -2.78515 -2.55871 -1.58743  0.41
H: -1.64801 -3.48126 -0.61224  0.35
H: -1.38313 -0.61420 -1.60965  0.41
H: -0.12798 -1.88870 -1.48487  0.07
H: -2.22746 -0.01032 1.23018  0.28
H: -1.47589 -1.32913 2.16393  0.28
O: 2.65597 -0.59900 -5.54989  -0.55
S: 1.72676 -1.05772 -4.58561  1.19
O: 0.48952 -1.68523 -4.89854  -0.56
N: 1.30118 0.25823 -3.60430  -0.52
C: 1.56129 -0.03343 -2.33173  0.53
O: 1.06984 0.74408 -1.42106  -0.81
C: 2.36051 -1.23930 -2.09515  0.97
C: 2.88197 -1.72234 -0.90026  0.28
C: 3.57645 -2.92068 -0.91555  -1.33
C: 3.75892 -3.61006 -2.12101  -0.62
C: 3.25332 -3.12507 -3.32668  -0.73
C: 2.55059 -1.94188 -3.27899  -0.17
H: 2.78951 -1.16353 0.03139  0.39
H: 3.98759 -3.32045 0.00220  0.55
H: 4.31111 -4.54102 -2.11470  0.45
H: 3.40260 -3.66102 -4.25468  0.50
N: 2.44972 -3.77046 4.76056  -0.34
C: 2.45136 -2.94149 3.71613  0.37
O: 3.00049 -3.15164 2.64905  -0.56
C: 1.70521 -1.62459 3.85161  -0.33
C: 1.45972 -0.88266 5.00109  -0.09
C: 0.86560 0.37575 4.88905  -1.11
C: 0.55986 0.87884 3.64524  -0.33
N: 0.80144 0.15758 2.52703  0.17
C: 1.33835 -1.07146 2.64457  0.01
H: 2.97072 -4.63312 4.69303  0.27
H: 1.94224 -3.59164 5.60987  0.17
H: 1.73332 -1.25873 5.97964  0.47
H: 0.65923 0.97116 5.76747  0.49
H: 0.11820 1.85584 3.50990  0.55
H: 1.52127 -1.64276 1.73569  0.51

Energy above the lowest of the compared OMol25 structures with the same formula, charge and spin   61.5 kcal per mole
Net charge   +3
F_max   4.01 eV/Å
DFT total energy   -2428.04350 Eh